--- i ---
A gas-phase ion, C3H7N4 (charge +1). Source: the OMol25 dataset; level of theory: wB97M-V/def2-TZVPD.

Computed properties:
Gap between HOMO and LUMO   9.029 eV
SMILES   C[NH2+]/N=C(\N)C#N

The geometry in ORCA input format:
```
! RIJCOSX wB97M-V def2-TZVPD def2/J DEFGRID3
* xyz 1 1
C 3.521 0.200 0.038
C 2.159 -0.162 0.133
C -0.907 0.530 -0.480
N 4.581 0.576 0.076
N 1.253 1.162 0.447
N 1.670 -1.360 -0.122
N -0.101 0.887 0.731
H -1.699 -0.208 -0.259
H -1.385 1.401 -0.790
H -0.312 0.137 -1.259
H 2.233 -2.112 -0.441
H 0.638 -1.532 0.037
H -0.363 1.788 1.154
H -0.231 0.341 1.679
*
```

--- ii ---
A gas-phase ion, C3H7N4 (charge +1). Source: the OMol25 dataset; level of theory: wB97M-V/def2-TZVPD.

Computed properties:
Gap between HOMO and LUMO   9.879 eV
SMILES   N[N@@H+]1CC=NC=N1

The geometry in ORCA input format:
```
! RIJCOSX wB97M-V def2-TZVPD def2/J DEFGRID3
* xyz 1 1
C 0.609 0.587 -1.678
C -0.540 -1.428 -1.512
C 0.277 0.862 -0.246
N 0.260 -0.502 -2.193
N -0.548 -1.450 -0.257
N -0.287 -0.254 1.714
N 0.166 -0.464 0.444
H 1.110 1.266 -2.356
H -1.315 -1.867 -2.113
H 0.989 1.717 0.211
H -0.630 1.322 -0.088
H -0.174 -0.967 2.436
H -1.176 0.322 1.655
H 1.118 -0.757 0.540
*
```

Which structure is most stable? ii, by 0.0090 hartree over the runner-up.

--- i ---
A gas-phase ion, C3H7N4 (charge +1). Source: the OMol25 dataset; level of theory: wB97M-V/def2-TZVPD.

Computed properties:
Gap between HOMO and LUMO   9.316 eV
SMILES   C/C=N\C=N/N=[NH2+]

The geometry in ORCA input format:
```
! RIJCOSX wB97M-V def2-TZVPD def2/J DEFGRID3
* xyz 1 1
C -1.466 0.120 0.473
C 0.196 1.736 -0.244
C -1.558 -0.945 -0.528
N -0.826 1.204 0.497
N 1.148 0.955 -0.576
N 2.321 -0.612 0.454
N 1.615 -0.200 -0.511
H -2.081 0.083 1.382
H 0.108 2.815 -0.427
H -2.162 -1.757 -0.157
H -1.932 -0.636 -1.489
H 2.382 -0.031 1.432
H 2.769 -1.501 0.441
H -0.515 -1.230 -0.746
*
```

--- ii ---
A gas-phase ion, C3H7N4 (charge +1). Source: the OMol25 dataset; level of theory: wB97M-V/def2-TZVPD.

Computed properties:
Gap between HOMO and LUMO   8.492 eV
SMILES   NC(=[NH2+])C1=N[C@@H]1N

The geometry in ORCA input format:
```
! RIJCOSX wB97M-V def2-TZVPD def2/J DEFGRID3
* xyz 1 1
C 0.249 -0.101 0.315
C -0.357 1.140 -0.064
C 0.467 -1.616 0.680
N 1.403 -0.581 0.411
N -0.786 1.461 -1.260
N 0.347 -2.374 -0.476
N -0.469 1.931 1.028
H 0.225 -2.092 1.548
H -0.511 0.822 -2.026
H -0.837 2.415 -1.574
H 0.251 -3.359 -0.278
H 0.897 -2.147 -1.287
H -0.469 1.587 1.957
H -0.409 2.916 1.025
*
```

--- iii ---
2 unconnected molecules or ions with the total composition C3H7N4. Source: the OMol25 dataset; level of theory: wB97M-V/def2-TZVPD.

Computed properties:
Gap between HOMO and LUMO   8.482 eV

The geometry in ORCA input format:
```
! RIJCOSX wB97M-V def2-TZVPD def2/J DEFGRID3
* xyz 1 1
C 0.710 -0.933 -1.423
C 0.314 -1.980 0.535
C 0.773 1.390 -0.885
N 0.850 0.219 -1.569
N -0.318 1.590 -0.227
N -0.552 2.609 0.579
N -0.868 -2.015 1.025
H 0.629 -1.954 -1.946
H 1.040 -2.502 1.051
H 1.623 2.105 -0.988
H 0.137 3.287 0.722
H -1.525 2.642 0.966
H -1.167 -2.578 1.750
H -1.648 -1.880 0.410
*
```

--- iv ---
2 unconnected molecules or ions with the total composition C3H7N4. Source: the OMol25 dataset; level of theory: wB97M-V/def2-TZVPD.

Computed properties:
Gap between HOMO and LUMO (alpha / beta)   8.449 / 8.447 eV

The geometry in ORCA input format:
```
! RIJCOSX wB97M-V def2-TZVPD def2/J DEFGRID3
* xyz 1 1
C -3.108 -0.670 0.448
C 1.871 0.626 1.156
C 1.653 -0.236 -1.086
N -2.138 -0.251 -0.215
N -1.352 0.699 -0.074
N -0.452 1.330 -0.273
N 1.224 0.386 0.114
H -3.719 -1.568 -0.035
H -3.594 -0.393 1.443
H 1.228 1.080 1.911
H 3.018 0.461 1.034
H 1.411 0.304 -1.893
H 1.316 -1.283 -1.278
H 2.643 -0.485 -1.252
*
```

Which structure is most stable? ii, by 0.0497 hartree over the runner-up.

--- i ---
C6H13NO3Si in the gas phase. Source: the OMol25 dataset; level of theory: wB97M-V/def2-TZVPD.

Computed properties:
Gap between HOMO and LUMO   10.564 eV
SMILES   C[Si]1(C)C[C@H](O)[C@@H]([N+](=O)[O-])C1

The geometry in ORCA input format:
```
! RIJCOSX wB97M-V def2-TZVPD def2/J DEFGRID3
* xyz 0 1
C -0.290 -1.224 0.417
C 0.121 1.371 -0.569
C -1.472 -0.300 0.250
C -1.243 0.622 -0.928
C 1.633 0.885 2.070
C 2.483 -0.883 -0.608
N -2.632 -1.156 -0.330
O -3.748 -1.091 0.138
O -2.233 -1.860 -1.228
O -2.290 1.543 -1.060
Si 1.139 0.072 0.393
H -0.451 -1.957 1.253
H -0.033 -1.872 -0.370
H 0.516 1.716 -1.493
H -0.200 2.120 0.132
H -1.855 0.027 1.221
H -1.040 0.098 -1.765
H 1.064 0.300 2.836
H 2.769 0.829 2.214
H 1.485 2.004 1.957
H 2.526 -0.830 -1.798
H 3.512 -0.450 -0.312
H 2.491 -1.926 -0.405
H -2.253 1.962 -2.014
*
```

--- ii ---
2 unconnected molecules or ions with the total composition C6H13NO3Si. Source: the OMol25 dataset; level of theory: wB97M-V/def2-TZVPD.

Computed properties:
Gap between HOMO and LUMO   8.796 eV

The geometry in ORCA input format:
```
! RIJCOSX wB97M-V def2-TZVPD def2/J DEFGRID3
* xyz 0 1
C -1.276 -1.522 -0.728
C 1.539 1.943 -0.428
C -2.551 0.960 -0.803
C -0.581 0.160 2.441
C 1.248 -0.409 -0.646
C -0.821 -0.469 0.106
N -1.523 -2.436 -1.381
O 1.864 0.614 -0.037
O -1.266 0.900 -0.215
O -0.974 -0.751 1.424
Si 2.056 -2.090 -0.460
H 1.230 1.997 -1.426
H 2.425 2.492 -0.198
H 0.752 2.236 0.227
H -2.473 0.385 -1.669
H -2.615 2.022 -1.248
H -3.281 0.684 0.025
H -0.599 -0.321 3.396
H -1.314 0.931 2.511
H 0.455 0.470 2.087
H 0.901 -0.161 -1.648
H 1.162 -3.129 0.000
H 3.126 -2.090 0.379
H 2.518 -2.414 -1.708
*
```

--- iii ---
C6H13NO3Si in the gas phase. Source: the OMol25 dataset; level of theory: wB97M-V/def2-TZVPD.

Computed properties:
Gap between HOMO and LUMO   8.201 eV
SMILES   COC(=C=N[C@H]([SiH3])OC)OC

The geometry in ORCA input format:
```
! RIJCOSX wB97M-V def2-TZVPD def2/J DEFGRID3
* xyz 0 1
C 0.567 0.557 0.063
C -2.777 -0.485 -1.447
C 3.313 0.861 -1.755
C 2.699 -1.585 1.671
C -2.070 1.170 0.078
C 1.832 0.000 -0.002
N -0.674 0.487 0.107
O -2.527 0.877 -1.203
O 2.440 -0.109 -1.271
O 2.636 -0.202 1.094
Si -3.199 0.410 1.542
H -2.863 -0.581 -2.545
H -3.711 -0.855 -1.125
H -1.844 -0.983 -1.077
H 4.315 0.899 -1.321
H 2.956 1.945 -1.751
H 3.354 0.428 -2.768
H 1.849 -1.727 2.429
H 3.562 -1.676 2.246
H 2.568 -2.439 1.018
H -2.087 2.344 0.209
H -3.149 1.465 2.515
H -2.491 -0.805 1.783
H -4.703 0.004 1.510
*
```

Which structure is most stable? i, by 0.0804 hartree over the runner-up.

--- i ---
2 unconnected molecules or ions with the total composition C4H10NS. Source: the OMol25 dataset; level of theory: wB97M-V/def2-TZVPD.

Computed properties:
Gap between HOMO and LUMO (alpha / beta)   7.978 / 8.590 eV

The geometry in ORCA input format:
```
! RIJCOSX wB97M-V def2-TZVPD def2/J DEFGRID3
* xyz 1 1
C -0.768 1.559 -0.302
C -1.081 0.185 -0.217
C 1.307 -1.347 0.170
C 1.278 0.175 0.276
N -0.127 0.702 0.631
S -2.541 -0.548 0.512
H -0.201 1.869 -1.106
H -1.351 2.343 0.163
H -0.295 -1.229 -1.729
H 2.034 -1.797 -0.387
H 1.393 -1.804 1.098
H 0.378 -1.676 -0.458
H 1.607 0.626 -0.774
H 1.968 0.401 1.147
H -0.271 0.966 1.564
H -3.331 -0.424 -0.587
*
```

--- ii ---
A gas-phase ion, C4H10NS (charge +1). Source: the OMol25 dataset; level of theory: wB97M-V/def2-TZVPD.

Computed properties:
Gap between HOMO and LUMO (alpha / beta)   9.297 / 6.553 eV

The geometry in ORCA input format:
```
! RIJCOSX wB97M-V def2-TZVPD def2/J DEFGRID3
* xyz 1 1
C -0.413 -0.430 -1.021
C -1.626 -0.240 0.018
C 0.954 -0.203 -0.286
C 1.868 -1.292 0.260
N -1.961 1.208 0.151
S 1.117 1.390 0.401
H -0.448 -1.295 -1.593
H -0.579 0.418 -1.751
H -1.461 -0.722 0.908
H 2.292 -1.141 1.210
H 2.726 -1.401 -0.381
H 1.237 -2.166 0.285
H -1.723 1.470 -0.822
H -1.089 1.822 0.743
H -2.837 1.523 0.471
H 1.941 1.061 1.407
*
```

Which structure is most stable? ii, by 0.0942 hartree over the runner-up.

--- i ---
C2H6O in the gas phase. Source: the OMol25 dataset; level of theory: wB97M-V/def2-TZVPD.

Computed properties:
Gap between HOMO and LUMO   10.985 eV
SMILES   COC

The geometry in ORCA input format:
```
! RIJCOSX wB97M-V def2-TZVPD def2/J DEFGRID3
* xyz 0 1
C -1.195 -0.055 0.006
C 1.164 -0.048 -0.006
H -1.328 0.478 0.984
H -2.041 -0.752 -0.238
H -1.137 0.760 -0.790
H 1.224 0.627 -0.850
H 2.056 -0.700 -0.078
H 1.252 0.509 0.959
O 0.006 -0.818 0.012
*
```

--- ii ---
2 unconnected molecules or ions with the total composition C2H6O. Source: the OMol25 dataset; level of theory: wB97M-V/def2-TZVPD.

Computed properties:
Gap between HOMO and LUMO   10.999 eV
SMILES   C=O.C

The geometry in ORCA input format:
```
! RIJCOSX wB97M-V def2-TZVPD def2/J DEFGRID3
* xyz 0 1
C -1.325 0.903 -0.516
H -1.002 0.760 -1.563
H -2.054 1.746 -0.398
H -0.480 1.300 -0.008
H -1.795 0.008 -0.229
O 1.016 -0.238 1.133
C 1.682 -1.149 0.687
H 1.678 -1.456 -0.365
H 2.280 -1.874 1.259
*
```

Which structure is most stable? i, by 0.0147 hartree over the runner-up.

--- i ---
2 unconnected molecules or ions with the total composition C4H7N3O. Source: the OMol25 dataset; level of theory: wB97M-V/def2-TZVPD.

Computed properties:
Gap between HOMO and LUMO   9.944 eV

The geometry in ORCA input format:
```
! RIJCOSX wB97M-V def2-TZVPD def2/J DEFGRID3
* xyz 0 1
C -2.595 -0.413 0.029
C -0.312 -0.549 -0.204
C 1.082 1.130 -0.221
C 1.755 -0.200 0.200
H -3.604 -0.996 0.993
H -0.977 1.501 0.022
H 1.529 1.740 0.538
H 1.301 1.424 -1.257
H 1.937 -0.405 1.379
H 2.567 -0.420 -0.435
H 0.940 -2.030 -0.093
N -1.459 -1.125 -0.126
N -0.207 0.720 0.046
N 0.859 -1.149 -0.547
O -2.816 0.773 -0.325
*
```

--- ii ---
C4H7N3O in the gas phase. Source: the OMol25 dataset; level of theory: wB97M-V/def2-TZVPD.

Computed properties:
Gap between HOMO and LUMO   10.061 eV
SMILES   O=CN/N=C\N1CC1

The geometry in ORCA input format:
```
! RIJCOSX wB97M-V def2-TZVPD def2/J DEFGRID3
* xyz 0 1
C -2.556 -0.586 -0.001
C 0.633 0.842 0.013
C 2.729 -0.081 -0.681
C 2.621 -0.310 0.785
H -2.818 -1.654 0.075
H -0.575 -1.240 -0.181
H 1.055 1.798 0.163
H 3.114 -0.813 -1.369
H 2.824 0.973 -0.915
H 2.827 -1.268 1.194
H 2.667 0.604 1.381
N -1.196 -0.423 -0.170
N -0.621 0.762 0.041
N 1.413 -0.348 -0.097
O -3.353 0.309 0.068
*
```

--- iii ---
C4H7N3O in the gas phase. Source: the OMol25 dataset; level of theory: wB97M-V/def2-TZVPD.

Computed properties:
Gap between HOMO and LUMO   9.280 eV
SMILES   [H]/N=C\N=C(\C)NC=O

The geometry in ORCA input format:
```
! RIJCOSX wB97M-V def2-TZVPD def2/J DEFGRID3
* xyz 0 1
C 2.084 -0.486 -0.200
C 0.727 -0.200 -0.170
C -0.909 1.776 0.295
C -1.601 -1.035 -0.570
H 2.386 0.522 -0.714
H 2.632 -1.211 -1.093
H 2.464 -0.713 0.643
H 0.791 1.411 1.355
H -1.130 2.420 1.088
H -2.121 -1.402 -1.681
H -1.735 -1.538 1.536
N 0.240 0.883 0.516
N -0.223 -0.959 -0.567
N -2.247 -1.506 0.483
O -1.357 2.037 -0.921
*
```

Which structure is most stable? ii, by 0.0222 hartree over the runner-up.

--- i ---
C4H7N3O in the gas phase. Source: the OMol25 dataset; level of theory: wB97M-V/def2-TZVPD.

Computed properties:
Gap between HOMO and LUMO   10.326 eV
SMILES   NC(=O)/N=C\N1CC1

The geometry in ORCA input format:
```
! RIJCOSX wB97M-V def2-TZVPD def2/J DEFGRID3
* xyz 0 1
C -1.611 -0.038 -0.235
C 0.328 1.216 -0.325
C 1.082 -1.027 0.011
C 2.277 -0.143 0.116
H -2.932 0.965 0.885
H -3.318 -0.680 0.565
H 0.923 2.046 -0.699
H 0.768 -1.716 0.916
H 0.866 -1.173 -1.101
H 2.599 0.226 -0.846
H 3.080 -0.160 0.811
N -2.672 0.075 0.683
N -0.946 1.104 -0.539
N 0.984 0.386 0.498
O -1.428 -1.082 -0.740
*
```

--- ii ---
C4H7N3O in the gas phase. Source: the OMol25 dataset; level of theory: wB97M-V/def2-TZVPD.

Computed properties:
Gap between HOMO and LUMO   9.911 eV
SMILES   CONn1ccnc1

The geometry in ORCA input format:
```
! RIJCOSX wB97M-V def2-TZVPD def2/J DEFGRID3
* xyz 0 1
C 0.462 0.607 2.416
C -0.049 -0.443 1.698
C 1.334 0.824 0.469
C -1.096 0.161 -2.165
N 1.333 1.361 1.642
N 0.466 -0.283 0.408
N 0.193 -1.191 -0.618
O -1.041 -0.926 -1.264
H 0.587 0.818 3.458
H -0.838 -1.098 1.773
H 2.118 1.150 -0.333
H -2.195 0.094 -2.513
H -0.502 -0.013 -3.163
H -0.875 1.091 -1.575
H 0.101 -2.153 -0.232
*
```

Which structure is most stable? i, by 0.0703 hartree over the runner-up.

--- i ---
C4H7N3O in the gas phase. Source: the OMol25 dataset; level of theory: wB97M-V/def2-TZVPD.

Computed properties:
Gap between HOMO and LUMO   9.893 eV
SMILES   N/N=C1\CCC=NO1

The geometry in ORCA input format:
```
! RIJCOSX wB97M-V def2-TZVPD def2/J DEFGRID3
* xyz 0 1
C -0.573 -0.764 0.005
C 0.063 0.639 0.430
C 1.279 0.771 -0.289
C 2.160 -0.426 -0.181
H -3.619 -0.762 -0.227
H -2.765 0.451 0.566
H 0.249 0.556 1.592
H -0.581 1.475 0.286
H 2.065 1.808 -0.132
H 0.945 1.144 -1.366
H 3.252 0.020 -0.211
N -2.815 -0.114 -0.403
N -1.764 -1.207 -0.030
N 1.741 -1.698 -0.112
O 0.361 -1.892 0.073
*
```

--- ii ---
C4H7N3O in the gas phase. Source: the OMol25 dataset; level of theory: wB97M-V/def2-TZVPD.

Computed properties:
Gap between HOMO and LUMO   10.518 eV
SMILES   O=C1NNC[C@@H]2N[C@@H]12

The geometry in ORCA input format:
```
! RIJCOSX wB97M-V def2-TZVPD def2/J DEFGRID3
* xyz 0 1
C 0.215 1.503 0.201
C -0.392 -1.283 -0.538
C 0.758 -0.674 0.089
C 0.247 0.318 1.081
H -0.629 1.646 -1.660
H -2.067 -0.174 -0.349
H -0.216 -1.847 -1.471
H -0.864 -1.927 0.208
H 1.517 -0.391 -0.611
H 2.140 -0.249 1.628
H -0.737 0.065 1.452
N -0.762 1.222 -0.757
N -1.274 -0.134 -0.972
N 1.214 -0.610 1.519
O 0.850 2.536 0.180
*
```

Which structure is most stable? ii, by 0.0854 hartree over the runner-up.